The following is a DFT calculation (ωB97M-V with the def2-TZVPD basis set) of a 2-piece molecular cluster, C2H6N4O overall at a distorted geometry.

Geometry as XYZ:
```
13
Properties=species:S:1:pos:R:3:forces:R:3
O -2.225 -1.388 -0.399 0.706 0.517 0.257
N 2.170 -0.887 -0.020 4.256 -1.183 3.672
N -0.148 -0.281 0.316 -0.642 -3.512 -0.204
N -2.087 0.899 0.094 -3.481 1.337 -1.836
N 1.997 0.463 -0.432 4.993 -3.107 -0.016
C -1.645 -0.402 -0.042 2.585 3.037 0.381
C 0.827 0.591 -0.235 -8.221 2.782 -0.572
H 0.520 1.485 -0.688 -1.713 1.478 0.096
H -1.599 1.567 0.846 -1.864 -1.889 -2.783
H 0.201 -1.283 0.358 -0.373 1.839 -0.155
H 1.949 -0.840 1.176 1.609 -0.644 -4.168
H 3.226 -1.054 -0.217 -2.280 -0.051 1.214
H -3.185 1.131 -0.756 4.424 -0.604 4.115
```
Positions in Å, forces in eV/Å.

## Properties
Total charge: 0
Spin multiplicity: 1
Frontier orbital gap (eV): 9.238
Lowest unoccupied orbital energy (eV): 0.05

The following is a DFT calculation (ωB97M-V with the def2-TZVPD basis set) of one molecule with the formula C2H6N4O at a distorted geometry.

Geometry as XYZ:
```
13
Properties=species:S:1:pos:R:3:forces:R:3
O -1.493 0.384 -1.154 1.976 -4.192 -1.487
N -0.485 -0.058 -0.234 -4.901 5.059 1.605
N 1.447 -0.999 0.659 -3.403 -0.473 -0.363
N -1.252 1.779 0.682 2.008 0.276 0.834
N 0.902 -1.509 -1.600 -1.921 2.655 2.156
C -0.333 0.881 0.822 -4.155 0.904 -2.410
C 0.468 -0.819 -0.550 8.086 -6.238 -0.875
H -1.051 2.589 1.231 -0.284 0.388 1.048
H 0.340 0.703 1.607 1.116 0.052 0.499
H 2.054 -1.714 0.236 -0.370 0.072 0.866
H 0.348 -1.131 -2.359 -0.233 -0.406 -0.783
H -1.794 1.233 -0.875 0.081 1.582 1.419
H 0.848 -1.339 1.533 2.000 0.320 -2.509
```
Positions in Å, forces in eV/Å.

## Properties
Total charge: 0
Spin multiplicity: 1
Frontier orbital gap (eV): 9.822
Structure (SMILES): [H]/N=C(/N)N(O)/C=N/[H]
Lowest unoccupied orbital energy (eV): 0.64

The following is a DFT calculation (ωB97M-V with the def2-TZVPD basis set) of one molecule with the formula C2H6N4O at a distorted geometry.

Geometry as XYZ:
```
13
Properties=species:S:1:pos:R:3:forces:R:3
O 2.508 1.297 0.286 -0.201 -2.328 1.391
N -0.062 -0.841 0.824 -0.899 1.481 -0.134
N 1.140 -0.738 0.123 1.637 -0.211 0.897
N 1.577 0.389 -0.492 0.741 0.377 -1.600
N -3.258 0.665 -0.004 -1.775 0.788 -0.204
C -1.073 -0.521 -0.175 1.354 -1.255 -0.205
C -2.208 0.066 -0.087 -1.353 -0.029 1.069
H 1.803 -1.499 0.243 -0.358 0.362 0.517
H 2.519 2.083 -0.227 -0.392 1.169 -0.832
H -0.843 -0.916 -1.162 0.112 0.071 0.237
H -4.193 0.218 0.169 1.604 0.084 -0.054
H -0.169 -0.257 1.718 0.634 -0.842 -1.877
H 2.259 0.054 -1.215 -1.104 0.333 0.795
```
Positions in Å, forces in eV/Å.

## Properties
Total charge: 0
Spin multiplicity: 1
Frontier orbital gap (eV): 8.964
Structure (SMILES): N=C=CNNNO
Lowest unoccupied orbital energy (eV): 0.96

The following is a DFT calculation (ωB97M-V with the def2-TZVPD basis set) of C2H6N4O2 as an isolated structure at a distorted geometry.

Geometry as XYZ:
```
14
Properties=species:S:1:pos:R:3:forces:R:3
O -2.423 -0.627 0.172 -2.488 0.388 0.044
O -1.239 1.693 -0.306 -5.978 1.247 3.433
N -0.314 0.973 0.350 3.860 -1.125 -0.150
N 3.014 0.396 -0.200 -1.661 -2.203 -1.388
N 1.007 -0.987 -0.004 -1.383 -1.803 -1.713
N -1.304 -1.025 -0.406 4.247 2.434 -0.865
C -0.090 -0.374 -0.134 -2.230 1.775 1.706
C 2.149 -0.430 0.353 3.170 4.762 3.502
H -2.123 1.750 0.568 3.676 0.051 -4.471
H 2.272 -0.354 1.572 -0.105 -0.865 -2.725
H 0.561 1.547 0.273 -0.764 -1.121 0.447
H 2.871 0.449 -1.265 0.009 -0.148 1.755
H -2.375 -0.681 1.125 0.422 -0.485 0.705
H -1.091 -1.919 -0.688 -0.775 -2.907 -0.279
```
Positions in Å, forces in eV/Å.

## Properties
Total charge: 0
Spin multiplicity: 1
Frontier orbital gap (eV): 9.406
Lowest unoccupied orbital energy (eV): 0.04

Relative energy (zero: lowest compared OMol25 entry of this formula, charge and spin) / kJ/mol: 533.5; 424.4; 631.6; 604.6
DFT total energy / Ha: -373.90717; -373.94872; -373.86981; -449.09090
HOMO energy / eV: -9.184; -9.187; -7.999; -9.366